ORCA calculation (the ωB97M-V functional and the def2-TZVPD basis) on a 2-piece molecular cluster, C3H10NPSi overall in a non-equilibrium geometry.

Last column: natural (NBO) charge in e.
Geometry (Å):
P (-3.864, -0.168, 0.891)  0.74
Si (1.000, 0.120, -0.590)  1.23
N (-2.485, -0.908, 0.838)  -1.12
C (1.679, 0.100, 1.268)  -1.09
C (0.526, 1.969, -0.967)  -1.09
C (-0.031, -1.343, -1.092)  -1.16
H (0.839, 0.438, 2.083)  0.21
H (-0.887, -1.551, -0.492)  0.25
H (-0.433, 2.357, -0.622)  0.23
H (1.762, -0.867, 1.649)  0.22
H (-2.302, -1.835, 1.146)  0.38
H (1.192, 2.675, -0.537)  0.24
H (0.408, -2.375, -1.033)  0.25
H (2.510, 0.602, 1.612)  0.23
H (0.483, 2.080, -2.034)  0.23
H (-0.397, -1.295, -2.120)  0.25

Values from the calculation:
- 2S+1 = 1
- orbital gap (spin up / spin down) (eV) = 7.084 / 5.848
- ΔE to the lowest compared entry with this formula, charge and spin (kJ/mol) = 335.9


ORCA calculation (the ωB97M-V functional and the def2-TZVPD basis) on a 2-piece molecular cluster, C4H12 overall in a non-equilibrium geometry.

Last column: natural (NBO) charge in e.
Geometry (Å):
C (0.166, -1.513, 1.102)  -0.60
C (0.677, 1.494, -2.427)  -0.61
C (-0.737, -1.408, 2.339)  -0.60
C (-0.091, 1.549, -1.124)  -0.61
H (1.228, -1.578, 1.315)  0.21
H (-0.659, -0.499, 2.935)  0.20
H (0.461, 1.976, -0.280)  0.21
H (0.244, 0.895, -3.227)  0.21
H (-0.534, -2.213, 3.051)  0.20
H (-0.116, -2.511, 0.751)  0.20
H (-1.790, -1.514, 2.077)  0.20
H (-1.047, 2.044, -1.214)  0.20
H (-0.129, -0.785, 0.379)  0.20
H (1.629, 0.991, -2.238)  0.20
H (-0.216, 0.576, -0.663)  0.20
H (0.914, 2.498, -2.776)  0.20

Values from the calculation:
- 2S+1 = 1
- orbital gap (eV) = 12.600
- ΔE to the lowest compared entry with this formula, charge and spin (kJ/mol) = 39.7


ORCA calculation (the ωB97M-V functional and the def2-TZVPD basis) on C21H30CaNO2P2 as an isolated structure in a non-equilibrium geometry.

Last column: natural (NBO) charge in e.
Geometry (Å):
Ca (-0.179, 0.453, 0.781)  1.64
P (-0.294, 2.730, -0.620)  0.69
P (-0.243, -2.889, 0.179)  1.30
O (-3.167, 1.338, 2.421)  -0.95
O (-1.137, -3.106, 5.121)  -0.93
N (-1.423, -0.183, -1.253)  -0.74
C (-1.450, -4.012, 0.987)  -0.95
C (3.867, 2.353, 2.302)  -0.22
C (2.102, 0.230, -0.247)  -0.55
C (5.154, 2.440, 1.719)  -0.22
C (5.434, 1.778, 0.527)  -0.16
C (2.356, -0.377, -1.447)  -0.31
C (-1.790, 2.310, -1.455)  -0.81
C (0.569, 3.220, -2.139)  -0.92
C (-1.590, -1.381, -1.875)  0.20
C (-2.498, -1.568, -2.904)  -0.33
C (-0.802, -2.635, -1.527)  -0.75
C (4.679, 0.360, -1.362)  -0.21
C (3.672, -0.328, -2.011)  -0.21
C (-2.136, 0.934, -1.710)  0.21
C (-0.632, 4.193, 0.437)  -0.93
C (-3.361, -0.531, -3.219)  -0.17
C (2.862, 1.608, 1.694)  -0.22
C (1.248, -3.945, 0.052)  -0.94
C (4.439, 1.009, -0.123)  -0.09
C (3.106, 0.917, 0.466)  -0.02
C (-3.250, 0.670, -2.551)  -0.24
H (1.003, -4.984, -0.255)  0.28
H (-4.030, 1.704, 2.751)  0.50
H (-0.157, -1.490, 0.485)  -0.05
H (-1.912, -3.073, 4.533)  0.47
H (5.685, 0.432, -1.785)  0.22
H (1.948, -3.543, -0.696)  0.29
H (0.097, -2.717, -2.151)  0.28
H (-1.004, 5.007, -0.200)  0.24
H (-4.116, -0.669, -3.983)  0.23
H (5.933, 3.026, 2.211)  0.22
H (-2.812, 1.110, 3.326)  0.46
H (0.333, 2.442, -2.883)  0.26
H (-1.406, -3.524, -1.751)  0.27
H (3.663, 2.873, 3.242)  0.22
H (0.300, 4.494, 0.948)  0.24
H (-3.908, 1.523, -2.729)  0.23
H (1.762, -4.004, 1.028)  0.28
H (0.096, 4.165, -2.446)  0.24
H (3.871, -0.826, -2.963)  0.21
H (-2.431, -3.538, 1.053)  0.27
H (6.427, 1.838, 0.067)  0.22
H (1.574, -0.894, -2.011)  0.18
H (-1.588, -4.965, 0.456)  0.29
H (-2.661, 2.987, -1.258)  0.23
H (1.862, 1.556, 2.161)  0.14
H (-1.388, 3.939, 1.201)  0.24
H (-1.089, -4.275, 1.989)  0.27
H (-2.575, -2.543, -3.384)  0.21
H (-0.396, -2.648, 4.715)  0.46
H (1.651, 3.285, -1.965)  0.24

Values from the calculation:
- total charge = +1
- 2S+1 = 1
- orbital gap (eV) = 4.871
- ΔE to the lowest compared entry with this formula, charge and spin (kJ/mol) = 0.0


ORCA calculation (the ωB97M-V functional and the def2-TZVPD basis) on a 2-piece molecular cluster, C6H14O2 overall in a non-equilibrium geometry.

Last column: natural (NBO) charge in e.
Geometry (Å):
O (-0.322, 3.744, -5.145)  -0.94
O (2.150, 1.253, 2.498)  -0.73
C (0.809, -0.957, 0.722)  -0.39
C (-1.413, -1.675, -0.109)  -0.17
C (-1.517, -2.793, -0.819)  -0.41
C (-0.573, -1.593, 1.177)  -0.43
C (0.676, 0.567, 0.643)  -0.45
C (0.800, 1.171, 2.044)  -0.06
H (-0.370, -2.578, 1.580)  0.21
H (-0.616, 4.035, -6.000)  0.47
H (2.760, 1.435, 1.781)  0.46
H (1.178, -1.491, -0.139)  0.22
H (0.379, 0.577, 2.879)  0.17
H (1.417, -1.171, 1.620)  0.21
H (-2.108, -3.039, -1.694)  0.20
H (-0.989, -3.712, -0.527)  0.18
H (0.313, 2.150, 2.239)  0.17
H (-1.123, -0.921, 1.841)  0.21
H (1.677, 0.835, 0.260)  0.21
H (-0.223, 1.030, 0.256)  0.22
H (-1.813, -0.762, -0.550)  0.20
H (-1.092, 3.893, -4.555)  0.47

Values from the calculation:
- 2S+1 = 1
- orbital gap (eV) = 10.226
- ΔE to the lowest compared entry with this formula, charge and spin (kJ/mol) = 245.6